{
  "formula": "C58H126N10O17",
  "method": "ωB97M-V with the def2-TZVPD basis set",
  "molar_mass_g_mol": 1235.70,
  "max_force_ev_per_a": 3.4,
  "e_lumo_ev": 0.43,
  "homo_lumo_gap_ev": 9.20,
  "symbols": ["C", "O", "N", "C", "C", "H", "H", "H", "H", "H", "H", "H", "C", "O", "N", "C", "C", "H", "H", "H", "H", "H", "H", "H", "C", "O", "N", "C", "C", "H", "H", "H", "H", "H", "H", "H", "C", "O", "N", "C", "C", "H", "H", "H", "H", "H", "H", "H", "C", "O", "N", "C", "C", "H", "H", "H", "H", "H", "H", "H", "C", "O", "N", "C", "C", "H", "H", "H", "H", "H", "H", "H", "C", "O", "N", "C", "C", "H", "H", "H", "H", "H", "H", "H", "C", "O", "N", "C", "C", "H", "H", "H", "H", "H", "H", "H", "C", "O", "N", "C", "C", "H", "H", "H", "H", "H", "H", "H", "C", "O", "N", "C", "C", "H", "H", "H", "H", "H", "H", "H", "C", "C", "C", "O", "C", "H", "H", "H", "H", "H", "H", "H", "H", "C", "C", "C", "O", "C", "H", "H", "H", "H", "H", "H", "H", "H", "C", "C", "C", "O", "C", "H", "H", "H", "H", "H", "H", "H", "H", "C", "C", "C", "O", "C", "H", "H", "H", "H", "H", "H", "H", "H", "C", "C", "C", "O", "C", "H", "H", "H", "H", "H", "H", "H", "H", "C", "C", "C", "O", "C", "H", "H", "H", "H", "H", "H", "H", "H", "C", "C", "C", "O", "C", "H", "H", "H", "H", "H", "H", "H", "H"],
  "xyz": [[-6.88291, 0.24409, 5.43575], [-6.53378, 0.98146, 6.37117], [-6.55494, 0.40004, 4.16489], [-7.44576, -0.16664, 3.15718], [-5.57311, 1.43201, 3.85675], [-7.62349, -0.55886, 5.57359], [-8.13092, -0.94168, 3.50065], [-6.88801, -0.34839, 2.23849], [-8.12597, 0.65290, 2.92532], [-4.73226, 1.40716, 4.54989], [-5.11333, 1.14803, 2.91014], [-6.10062, 2.38440, 3.80393], [3.48667, 4.83136, 4.11036], [4.47793, 4.16775, 3.77656], [2.27673, 4.77719, 3.51323], [1.19107, 5.65793, 3.86149], [2.01243, 3.85903, 2.36835], [3.42403, 5.60701, 4.88924], [1.04256, 6.52384, 3.21632], [1.33808, 6.15104, 4.82239], [0.25018, 5.10763, 3.85920], [2.78912, 3.13891, 2.11090], [1.11015, 3.24944, 2.41714], [1.88127, 4.52316, 1.51405], [-1.92265, -6.50279, -1.28480], [-2.44186, -7.43530, -1.91083], [-2.22909, -6.25497, -0.02009], [-1.77070, -5.11326, 0.79990], [-3.15261, -7.12998, 0.71190], [-1.22150, -5.79135, -1.74789], [-1.26473, -4.41531, 0.13286], [-1.19694, -5.47902, 1.65144], [-2.64163, -4.55297, 1.13997], [-2.58837, -7.75907, 1.40036], [-3.83768, -6.58929, 1.36491], [-3.76314, -7.73846, 0.04474], [-1.71600, -2.75915, 3.82275], [-1.01057, -2.86368, 2.85400], [-3.00194, -2.45933, 3.84701], [-3.75132, -2.33362, 5.09073], [-3.70867, -2.10375, 2.60125], [-1.39361, -2.93524, 4.86066], [-3.24848, -2.66845, 5.99801], [-4.60278, -3.01040, 5.01941], [-4.26883, -1.37523, 5.13281], [-2.98675, -1.90177, 1.80997], [-4.38715, -2.92572, 2.37290], [-4.30127, -1.24453, 2.91536], [3.32823, -2.69939, 0.02663], [3.77032, -3.05648, -1.08629], [2.70029, -3.60244, 0.91304], [2.08878, -3.20064, 2.17133], [2.65021, -5.03202, 0.54059], [3.33032, -1.64513, 0.34401], [1.03266, -3.46977, 2.15464], [2.26623, -2.14523, 2.37799], [2.71253, -3.61899, 2.96128], [2.90740, -5.59220, 1.43956], [1.62677, -5.26230, 0.24453], [3.41112, -5.22829, -0.21479], [-4.47954, -2.70353, -5.49812], [-3.58852, -2.14395, -4.87905], [-5.08501, -2.24392, -6.61545], [-4.79911, -0.90892, -7.14924], [-6.01401, -3.01822, -7.41657], [-4.86654, -3.68615, -5.18686], [-4.09895, -0.30211, -6.57508], [-5.68431, -0.27311, -7.16607], [-4.40061, -0.96529, -8.16222], [-6.38454, -3.94281, -6.97393], [-6.97892, -2.52896, -7.54952], [-5.59836, -3.22381, -8.40301], [-1.55477, 2.45795, -5.33501], [-2.53913, 2.38865, -4.56983], [-0.67551, 1.50344, -5.70223], [0.58034, 1.83674, -6.31420], [-0.89395, 0.13450, -5.29548], [-1.12706, 3.41464, -5.67266], [0.72207, 1.18939, -7.17962], [1.30397, 1.61166, -5.53075], [0.65070, 2.85331, -6.70118], [-0.44336, 0.00354, -4.31165], [-1.90792, -0.26395, -5.26053], [-0.37245, -0.44916, -6.05408], [-0.75573, -3.55044, -3.71012], [-1.10685, -3.01953, -2.67257], [0.43508, -4.04504, -3.95602], [1.49463, -3.92245, -2.98872], [0.89992, -4.56965, -5.26562], [-1.38659, -3.51021, -4.61156], [1.97240, -4.89760, -2.89434], [1.25151, -3.56581, -1.98782], [2.25747, -3.26609, -3.40750], [0.40122, -4.13674, -6.13279], [1.96086, -4.42334, -5.46838], [0.57531, -5.60949, -5.30391], [-0.26256, -3.18585, 7.46288], [-0.65771, -4.33339, 7.17513], [0.73507, -2.59477, 6.73361], [1.41215, -1.37402, 7.16956], [1.25459, -3.05655, 5.47907], [-0.51968, -2.55917, 8.33084], [2.46093, -1.60322, 7.35826], [0.95559, -0.91066, 8.04417], [1.52839, -0.66109, 6.35327], [0.66624, -3.78276, 4.91821], [1.37691, -2.23536, 4.77283], [2.16906, -3.64119, 5.57931], [-4.20404, -1.52791, -1.14902], [-4.93316, -1.94918, -0.23596], [-3.80850, -0.19463, -1.17560], [-3.14206, 0.30610, -2.36502], [-4.24868, 0.86283, -0.21274], [-3.80207, -2.06435, -2.02243], [-3.75900, 1.05975, -2.85440], [-2.98298, -0.44385, -3.13985], [-2.20651, 0.82064, -2.14567], [-4.92039, 1.64108, -0.57499], [-4.84143, 0.49268, 0.62377], [-3.36787, 1.28150, 0.27409], [1.42727, 5.28092, -3.29211], [2.05061, 5.23917, -4.69839], [3.21933, 4.30944, -4.58135], [2.73895, 3.44075, -3.59095], [2.22575, 4.22755, -2.56402], [0.37871, 4.98604, -3.33299], [1.44470, 6.28084, -2.85856], [2.22607, 6.21571, -5.14970], [1.21614, 4.88559, -5.30398], [4.16116, 4.80021, -4.33599], [3.32362, 3.76269, -5.51852], [2.98361, 4.67004, -1.91752], [1.60647, 3.60673, -1.91659], [-0.65854, 5.68262, -0.35842], [-1.52627, 4.59233, -0.94326], [-2.26092, 3.96641, 0.26636], [-2.37134, 5.03360, 1.14721], [-1.54667, 6.15800, 0.73869], [-0.57274, 6.49403, -1.08116], [0.29745, 5.43203, 0.10136], [-1.07243, 3.76319, -1.48610], [-2.31815, 4.97580, -1.58666], [-1.57603, 3.23289, 0.69175], [-3.24949, 3.62218, -0.03751], [-0.97896, 6.58625, 1.56478], [-2.23606, 6.85616, 0.26391], [4.53506, -0.48813, -4.33702], [3.08558, -0.57593, -4.35458], [2.70262, -1.10643, -5.73950], [3.86643, -1.82294, -6.07470], [4.87552, -1.74373, -5.06624], [5.01636, -0.56015, -3.36169], [5.05237, 0.33508, -4.82978], [2.54754, 0.37044, -4.29982], [2.70858, -1.22226, -3.56197], [2.56321, -0.28974, -6.44779], [1.75946, -1.63693, -5.60862], [5.84359, -1.62458, -5.55281], [4.81564, -2.68958, -4.52783], [4.16632, 0.65211, 4.40096], [4.69817, -0.16624, 5.61007], [5.18537, -1.41815, 4.92253], [4.40900, -1.56870, 3.68059], [4.27875, -0.25982, 3.15462], [4.82164, 1.49236, 4.17158], [3.21596, 1.14202, 4.61282], [3.81931, -0.20921, 6.25339], [5.44068, 0.32270, 6.24071], [5.09869, -2.35199, 5.47798], [6.18699, -1.23319, 4.53440], [3.40764, -0.14406, 2.50975], [5.20578, -0.07010, 2.61357], [-1.10839, 2.41588, 5.03776], [-0.61637, 1.12232, 4.57170], [-1.75935, 0.63847, 3.70040], [-2.15994, 1.86768, 3.04118], [-1.94937, 2.99894, 3.86505], [-0.16088, 2.93626, 5.17752], [-1.85365, 2.32051, 5.82744], [-0.40321, 0.41377, 5.37209], [0.25611, 1.27018, 3.93530], [-2.56668, 0.22574, 4.30536], [-1.49338, -0.07716, 2.92243], [-2.91646, 3.46154, 4.06211], [-1.32335, 3.71031, 3.32640], [0.30887, -0.53099, -1.02080], [0.96008, 0.82460, -1.19167], [1.15986, 1.29085, 0.24139], [0.95965, 0.13630, 1.03396], [-0.03694, -0.63104, 0.49651], [0.86783, -1.44278, -1.23127], [-0.64894, -0.70790, -1.51008], [0.32421, 1.43330, -1.83452], [1.93845, 0.83458, -1.67210], [0.40161, 2.01742, 0.53336], [2.15088, 1.68549, 0.46555], [-1.06045, -0.35585, 0.75107], [0.05330, -1.68785, 0.74771], [5.78789, 2.46118, 0.12135], [5.31090, 1.61188, -1.00660], [5.59180, 2.61343, -2.20076], [6.79602, 3.18906, -1.83733], [6.84849, 3.41741, -0.41758], [6.17792, 1.96082, 1.00770], [5.08548, 3.17821, 0.54633], [4.25869, 1.33663, -0.93455], [5.96534, 0.75334, -1.15730], [4.95197, 3.49557, -2.22408], [5.52599, 2.19372, -3.20456], [6.69374, 4.46799, -0.17175], [7.78706, 3.01176, -0.03992]],
  "forces_ev_per_angstrom": [[-0.703, 1.216, 2.267], [0.022, -1.255, -1.138], [0.763, -0.973, 0.110], [0.011, 1.859, -0.514], [-0.252, -0.749, -0.911], [0.082, -0.135, 0.237], [0.791, -0.384, 0.153], [-0.114, -0.666, 0.127], [-0.304, 0.118, -0.476], [-0.497, 0.252, 0.384], [-0.180, 0.390, -0.312], [0.525, 0.283, 0.002], [0.786, -0.638, -1.002], [-1.488, 1.055, 0.836], [-0.305, -1.599, -0.887], [-0.392, 0.473, 0.320], [0.157, 0.839, -0.300], [0.687, -0.147, 0.298], [0.268, -0.146, -0.724], [0.125, -0.510, 0.299], [0.029, -0.010, 0.224], [0.463, 0.504, 0.608], [-0.310, 0.309, 0.737], [-0.012, -0.161, -0.367], [-0.958, -1.023, -1.191], [0.868, 0.769, 0.105], [-0.825, 0.595, 2.351], [-0.439, -0.351, -1.346], [0.067, -0.234, -0.060], [0.044, 0.016, 0.137], [0.565, -0.081, 0.267], [0.199, 0.314, -0.097], [-0.059, -0.155, 0.232], [0.118, -0.318, -0.143], [0.076, 0.555, -0.258], [0.383, 0.039, -0.078], [-0.290, -0.293, 1.905], [0.857, -0.041, -1.227], [-0.673, 0.577, -0.330], [-1.131, -0.817, -0.835], [-0.024, -0.351, 1.518], [0.573, -0.101, 0.013], [0.486, 0.520, -0.247], [-0.160, -0.356, -0.032], [0.589, 0.450, 0.411], [-0.297, -0.010, 0.089], [0.003, 0.147, -0.482], [-0.135, 0.284, -0.726], [-0.841, -2.496, -0.634], [-0.526, 0.845, 1.953], [1.415, 1.543, -2.106], [1.086, 0.044, -0.302], [0.195, 1.177, 0.814], [-0.019, -0.209, 0.257], [0.159, 0.097, 0.526], [-0.500, 0.230, -0.580], [-0.559, -0.652, 0.360], [-0.114, -0.200, 0.003], [0.112, -0.349, -0.283], [-0.405, 0.039, -0.140], [0.194, -0.176, -0.003], [-0.326, 0.089, -0.222], [-0.074, 0.785, -0.137], [0.125, 0.391, 0.015], [-0.714, -0.210, 0.047], [-0.007, -0.046, -0.037], [0.202, -0.706, 0.374], [-0.381, -0.339, -0.142], [-0.066, -0.167, -0.098], [0.888, -0.227, 0.380], [0.179, 0.743, -0.156], [0.033, -0.076, 0.002], [-0.117, 0.656, 1.771], [1.686, -0.418, -1.889], [-2.724, 0.469, 0.071], [0.098, -0.729, -0.022], [0.883, -0.532, -0.201], [-0.625, 0.438, -0.141], [0.258, -0.153, 0.038], [0.723, 0.362, -0.440], [-0.207, 0.084, 0.506], [0.107, -0.435, 0.096], [-0.212, 0.753, -0.056], [0.158, -0.437, 0.299], [-1.117, 1.314, -0.980], [-0.224, -0.162, 0.694], [1.927, -0.257, -0.670], [1.159, -0.439, 0.108], [-1.481, -0.287, 0.093], [-0.330, -0.318, 0.049], [0.109, -0.078, 0.227], [-0.559, -0.034, -0.407], [0.104, 0.113, 0.181], [-0.322, 0.540, 0.281], [-0.022, -0.113, 0.618], [0.699, -0.292, -0.083], [1.368, -2.206, -1.619], [-0.134, 2.417, 0.902], [-0.560, 1.218, 0.385], [0.362, -0.340, -0.145], [0.037, -1.335, -1.052], [-0.439, -0.353, 0.028], [0.070, -0.230, 0.578], [-0.037, -0.125, -0.094], [-0.703, 0.188, -0.123], [-0.806, 0.133, 0.568], [0.299, 0.177, 0.245], [0.547, 0.494, 0.290], [-1.061, 2.051, 1.997], [1.127, -0.149, -1.519], [-0.567, -0.252, -0.065], [-0.334, 0.706, -0.384], [0.215, -1.253, 0.535], [-0.119, -0.326, 0.299], [-0.132, 0.118, 0.050], [0.096, -0.340, 0.428], [0.188, -0.152, 0.183], [0.415, 0.050, -0.937], [0.162, -0.884, -0.177], [0.082, 0.307, -0.280], [-0.366, 0.839, 0.004], [-1.513, 1.614, -0.493], [-0.894, -0.168, -0.979], [1.207, -1.685, 0.304], [-0.705, 0.240, 0.870], [-0.021, 0.020, -0.050], [0.214, -0.088, 0.225], [0.467, 0.173, 0.354], [0.510, -0.722, -0.511], [0.096, 0.047, 0.283], [0.356, -0.265, 0.165], [0.510, 0.049, -0.092], [-0.008, -0.166, -0.080], [-0.020, 0.122, -0.349], [-0.700, -1.741, -0.243], [1.472, 0.821, -1.230], [0.061, 1.433, 1.658], [-1.399, -0.230, -0.105], [0.596, -0.062, 0.020], [0.187, -0.539, -0.646], [0.474, 0.270, -0.257], [0.282, 0.455, -0.206], [-0.553, -0.694, 0.194], [0.166, -0.405, 0.343], [-0.444, -0.011, 0.216], [-0.072, 0.570, 0.597], [2.386, -0.440, 1.094], [-2.941, 1.686, 0.012], [1.159, 0.572, 1.515], [-0.194, -1.247, -1.785], [-0.038, -0.395, -1.243], [-0.381, 0.222, 0.373], [-0.624, 0.299, -0.266], [0.155, 0.299, 0.746], [0.082, -0.043, 0.010], [-0.056, -0.001, -0.178], [0.127, -0.752, -0.556], [0.014, -0.452, -0.136], [0.300, 0.219, 0.594], [1.459, 1.308, -0.515], [-1.196, 0.809, -0.393], [-0.569, -0.302, -1.375], [-0.438, -0.478, 1.143], [-0.145, 0.070, 1.278], [0.075, 0.248, 0.272], [-0.300, -0.524, -0.236], [0.140, -1.028, 0.189], [0.297, 0.080, -0.463], [0.147, 0.078, -0.116], [0.475, -0.219, 0.577], [0.029, -0.398, -0.161], [-0.008, 0.466, -0.267], [-0.956, 1.803, 0.175], [-0.285, -2.263, -1.016], [0.205, 0.942, -0.536], [-0.591, -1.077, -0.883], [1.433, -0.750, -0.186], [-0.703, 1.040, 1.042], [0.843, 0.117, 0.827], [0.221, 0.051, 0.041], [0.197, -0.252, 0.026], [-0.273, 0.019, 0.099], [0.041, 0.056, 0.063], [0.148, 0.063, 0.577], [-0.268, 0.188, -0.360], [-1.708, -1.446, 0.625], [0.398, -0.062, -0.732], [-0.726, 0.035, 0.313], [1.413, 0.649, 2.231], [0.064, -1.196, -2.157], [0.570, 0.457, -0.328], [0.198, 0.397, -0.705], [-0.070, 0.444, 0.323], [-0.017, -0.472, -0.260], [-0.095, 0.416, -0.015], [-0.001, -0.038, -0.072], [-0.146, 0.643, 0.032], [0.195, 0.153, 0.632], [-0.131, 1.538, 2.153], [-0.233, 1.113, -1.616], [-1.342, 0.054, 1.297], [2.605, 0.446, -0.382], [0.248, -1.854, -1.050], [-0.018, -0.419, -0.170], [-1.050, -0.578, -0.126], [0.090, -0.243, -0.014], [-0.228, -0.173, 0.039], [-1.257, -0.429, 0.157], [0.758, -0.194, 0.096], [0.038, -0.045, 0.006], [0.487, 0.767, -0.325]]
}